Entry 1:
13
Properties=species:S:1:pos:R:3:forces:R:3:mulliken_charge:R:1 method="wB97M-V/def2-TZVPD" gap_ev="8.27 / 7.93" lumo_ev="0.9 / 0.9" e_homo_ha="-0.269 / -0.260"
C 1.7883 0.0718 0.4768 0.3 0.2 0.6 -0.60
O 1.3054 0.5647 -0.6452 0.7 -0.1 -0.3 -0.28
C 0.0722 0.8428 -0.9244 -0.8 0.3 -0.1 -0.12
C -0.9122 -1.0813 0.2035 -0.1 -0.1 0.1 -0.98
C -1.0209 0.4402 -0.0019 0.0 0.0 0.0 -0.44
H 1.2487 0.2082 1.4062 -0.1 -0.1 -0.2 0.29
H 2.8554 -0.0603 0.4691 0.1 0.1 -0.1 0.25
H 0.1517 -1.3275 0.3628 -0.5 -0.3 -0.2 0.37
H -0.0773 1.1312 -1.9564 0.1 0.0 0.1 0.39
H -1.3052 -1.6128 -0.6705 0.2 0.1 0.2 0.31
H -1.4411 -1.4199 1.0978 -0.1 0.0 -0.1 0.28
H -1.9788 0.7416 -0.4401 0.2 -0.1 0.1 0.28
H -0.9477 0.9549 0.9694 0.0 0.0 -0.1 0.25

Entry 2:
13
Properties=species:S:1:pos:R:3:forces:R:3:mulliken_charge:R:1 method="wB97M-V/def2-TZVPD" gap_ev=10.86 lumo_ev=1.2 e_homo_ha=-0.356
C -1.4344 1.1238 0.8397 0.0 -0.1 -0.1 -0.85
C -0.6013 0.1536 0.4830 -0.1 0.1 0.1 -0.32
C 0.6095 0.3810 -0.3351 -0.1 0.2 0.1 0.32
C 1.8608 -0.2879 0.0424 0.2 0.1 0.2 -0.45
O 1.1164 -0.7203 -1.0820 0.0 -0.1 -0.1 -0.41
H -2.2762 0.9326 1.4974 0.1 0.0 -0.1 0.25
H -1.2997 2.1449 0.4860 0.0 -0.2 0.1 0.23
H -0.7439 -0.8728 0.8164 0.0 0.2 0.1 0.40
H 0.6505 1.3356 -0.8636 0.1 -0.1 0.1 0.34
H 2.8197 0.1884 -0.1564 -0.1 -0.1 -0.1 0.25
H 1.8522 -0.9743 0.8901 0.0 0.1 -0.1 0.22
H -1.6446 -1.6569 -1.1975 0.0 -0.1 -0.2 0.13
H -0.9681 -1.8527 -1.4394 -0.2 0.0 0.0 -0.12

We obtain energy relative to the best compared isomer or geometry (same formula, charge and spin) values of 82.2; 66.6 kcal/mol for the records listed above, in that order.